Computed, not measured: 15 unconnected molecules or ions with the total composition C40H106N4O15 at a distorted geometry, with the ωB97M-V functional and the def2-TZVPD basis.

The molar mass is 883.30 g mol⁻¹. For the total energy, the calculation gives -79864.547 eV. The total charge is 0.

Each line ends with the Mulliken charge.
Positions of all 165 atoms, in Å:
1 O 6.694 17.611 -8.335  -0.57
2 H 12.316 10.511 -12.226  0.35
3 H 14.261 13.020 -0.190  0.32
4 H 11.227 14.520 -5.332  0.55
5 C 12.525 10.285 -6.859  -0.74
6 H 14.680 11.810 -3.771  0.16
7 C 4.339 15.998 -9.182  -1.82
8 H 15.833 9.216 -7.639  0.29
9 H 12.901 12.246 -7.558  -0.53
10 H 10.031 9.709 -10.741  0.16
11 H 13.387 9.831 -14.132  0.36
12 H 5.726 8.320 -8.023  0.49
13 H 9.270 9.163 -7.201  0.68
14 H 12.290 14.312 -3.171  0.43
15 H 16.585 12.274 -11.599  0.50
16 H 9.386 14.146 -9.356  -0.14
17 H 7.246 16.325 -11.061  0.28
18 O 12.812 6.469 -5.174  -0.51
19 C 14.790 10.767 -10.609  -1.82
20 C 14.403 12.147 -11.176  2.06
21 H 13.228 13.928 -10.593  0.82
22 H 13.183 15.518 -3.433  0.42
23 H 6.735 13.512 -6.258  0.73
24 C 10.259 14.696 -9.710  0.33
25 N 6.748 16.208 -8.395  1.03
26 H 14.079 11.678 0.501  0.30
27 H 16.489 9.662 -3.656  -0.02
28 H 15.041 7.736 -2.625  0.28
29 H 14.587 10.418 -15.237  0.51
30 H 14.977 13.471 -5.872  0.19
31 H 15.016 16.108 -8.979  0.33
32 C 15.154 12.780 -14.085  -1.13
33 H 14.615 6.021 -6.087  0.24
34 H 13.324 6.879 -4.464  0.39
35 O 7.032 10.721 -9.814  -0.17
36 C 15.693 12.899 -11.656  -1.13
37 H 13.765 9.291 -5.435  -0.16
38 H 15.795 8.292 -0.250  0.28
39 H 16.475 14.185 -13.233  0.48
40 H 11.244 14.240 -9.675  -0.33
41 O 11.551 12.700 -3.528  -0.62
42 C 8.120 16.148 -6.391  -1.93
43 H 15.261 15.560 -5.035  0.19
44 H 13.132 10.001 -7.725  -0.09
45 H 16.298 14.028 -5.345  0.31
46 C 6.187 14.188 -9.586  -1.16
47 H 15.045 13.477 -14.923  0.40
48 H 9.104 5.999 -10.405  0.44
49 O 12.491 15.200 -2.842  -0.78
50 H 15.841 13.677 -10.902  0.32
51 H 14.072 17.174 -6.572  0.29
52 H 6.007 15.880 -5.017  0.41
53 H 8.787 7.528 -12.459  0.49
54 H 6.070 10.716 -9.835  0.35
55 C 14.419 16.056 -8.068  0.12
56 H 7.203 6.634 -9.035  0.33
57 H 14.806 14.480 -12.863  0.32
58 C 12.726 12.361 -14.700  -1.84
59 O 15.070 8.280 -0.882  -0.60
60 O 16.726 8.869 -7.577  -0.70
61 H 7.986 17.188 -6.096  0.49
62 H 14.392 8.835 -0.487  0.27
63 O 17.342 10.382 -5.443  -0.55
64 C 13.896 11.894 -13.799  1.64
65 H 11.904 11.648 -14.623  0.28
66 N 13.490 11.958 -12.350  -0.09
67 H 13.736 7.415 -6.727  -0.01
68 H 7.174 13.983 -10.012  0.21
69 C 5.994 13.499 -8.213  -0.05
70 H 17.308 8.533 -4.740  0.19
71 C 6.888 14.096 -7.170  0.19
72 H 14.439 10.881 -5.881  0.36
73 C 11.798 9.810 -3.940  -1.72
74 H 6.087 12.415 -8.247  -0.43
75 C 8.181 7.644 -11.559  -1.32
76 H 6.310 9.891 -7.501  0.24
77 C 12.813 10.887 -4.434  2.24
78 H 12.969 12.374 -15.765  0.45
79 C 7.930 9.167 -11.346  1.82
80 C 9.240 9.937 -11.448  -1.65
81 H 8.692 6.978 -8.200  0.42
82 H 8.603 10.595 -8.063  -0.01
83 H 6.001 9.000 -12.574  0.43
84 H 15.138 10.155 -13.618  0.45
85 H 9.496 12.877 -5.204  1.03
86 H 11.210 14.219 -7.156  -0.11
87 H 17.489 11.306 -5.226  0.24
88 C 8.075 7.285 -9.051  -1.25
89 H 5.605 15.831 -11.591  0.43
90 H 8.457 15.612 -5.500  0.40
91 H 13.250 5.698 -7.069  0.32
92 H 4.000 15.637 -8.208  0.33
93 O 12.186 11.464 -12.130  -0.14
94 H 7.419 9.420 -13.458  0.43
95 H 4.201 17.068 -9.016  0.42
96 N 7.296 9.346 -10.019  -0.13
97 H 6.695 10.587 -12.549  0.34
98 H 11.239 10.108 -3.051  0.40
99 H 11.785 9.492 -6.767  0.51
100 H 12.699 14.211 -6.174  -0.55
101 H 14.188 13.239 -9.254  0.56
102 C 13.894 11.158 -3.383  -1.42
103 H 15.018 15.507 -7.341  0.03
104 H 15.074 9.974 -11.305  0.24
105 H 12.356 8.914 -3.666  0.40
106 H 6.913 8.480 -6.728  0.39
107 O 10.334 16.003 -9.109  -0.66
108 H 13.493 15.539 -8.327  -0.06
109 H 9.833 9.619 -8.823  -0.02
110 C 8.966 9.573 -8.164  -1.28
111 C 11.637 13.972 -6.183  -0.36
112 C 8.925 7.075 -10.338  -0.60
113 H 7.227 7.141 -11.718  0.40
114 H 12.380 13.375 -14.499  0.40
115 C 17.357 9.529 -4.300  -0.32
116 O 14.223 17.347 -7.503  -0.61
117 H 11.198 11.629 -7.874  0.79
118 H 10.085 14.846 -10.781  0.48
119 H 8.980 15.987 -7.045  0.20
120 H 11.054 9.573 -4.699  0.12
121 C 13.655 13.015 -10.180  -2.23
122 O 14.752 12.307 0.230  -0.64
123 C 13.522 10.325 -5.683  -0.95
124 H 18.342 9.590 -3.835  0.39
125 C 5.838 15.686 -9.473  1.43
126 O 14.861 7.194 -3.408  -0.56
127 C 15.546 13.684 -12.954  -0.88
128 C 6.813 15.633 -7.018  1.67
129 H 12.773 12.459 -9.845  -0.08
130 O 15.932 13.446 -6.014  -0.64
131 C 7.801 8.771 -8.751  2.01
132 C 6.617 8.864 -7.707  -2.17
133 H 14.495 16.846 -4.768  0.28
134 H 9.513 16.479 -9.254  0.28
135 H 9.385 12.109 -6.749  -0.97
136 H 15.020 6.291 -3.119  0.25
137 H 9.952 7.443 -10.297  0.27
138 H 8.981 10.993 -11.340  0.28
139 C 13.618 6.405 -6.328  -0.30
140 H 7.584 17.849 -8.607  0.36
141 C 5.651 15.971 -6.042  -1.80
142 H 15.982 12.175 -14.462  0.40
143 H 9.604 9.847 -12.475  0.63
144 C 14.268 10.473 -14.194  -2.01
145 C 11.412 12.470 -5.903  1.24
146 H 7.942 13.870 -7.366  -1.33
147 H 14.288 10.224 -2.982  -0.25
148 H 4.960 13.787 -8.000  0.34
149 O 14.401 15.888 -4.763  -0.64
150 H 17.151 9.417 -6.896  0.43
151 C 6.951 9.525 -12.474  -2.03
152 C 12.027 11.721 -7.174  -0.08
153 H 9.717 11.101 -5.319  0.25
154 H 5.063 16.875 -6.195  0.29
155 H 13.977 10.192 -10.149  0.11
156 C 9.912 12.058 -5.799  -1.15
157 H 15.556 10.860 -9.836  0.63
158 H 10.634 12.395 -3.556  0.35
159 H 5.643 13.778 -10.444  0.65
160 C 6.183 16.335 -10.815  -1.85
161 N 12.203 12.201 -4.689  1.05
162 H 4.920 15.173 -6.202  0.41
163 H 5.893 17.382 -10.926  0.39
164 H 3.672 15.637 -9.964  0.36
165 H 13.560 11.795 -2.562  0.44